1.
This record from OMol25 describes C55H46N4O4P2S4Sc as an isolated structure. The level of theory is the ωB97M-V functional and the def2-TZVPD basis.

The calculation puts the HOMO energy at -9.67 eV. For the total energy, the calculation gives -5679.58131 hartree. As for the energy above the lowest of the compared OMol25 structures with the same formula, charge and spin: 162.55 kJ/mol. As for the LUMO energy: -2.79 eV.

The geometry in ORCA input format:
```
! wB97M-V def2-TZVPD RIJCOSX def2/J DEFGRID3
* xyz 1 1
Sc -0.49 0.19 -0.87
S -2.96 -2.00 -5.64
S -3.78 -0.91 -3.06
S -1.67 1.21 -2.95
S -0.75 -0.13 -6.08
P -2.88 0.87 0.56
P 0.72 1.69 1.25
O -5.01 -2.91 -4.24
O -1.49 3.08 2.10
O 1.36 0.78 -1.39
O 0.45 -0.72 -2.68
N 4.77 -6.91 2.42
N 0.28 -2.09 -0.40
N 2.49 -0.55 -4.56
N 3.87 -5.72 0.57
C -3.26 -2.17 3.31
C -3.57 2.02 1.84
C -0.91 3.57 4.45
C -4.36 1.04 -0.51
C -5.53 2.89 2.96
C -0.65 3.08 3.18
C -3.13 -0.91 2.75
C 3.98 -0.72 2.15
C 2.41 -3.19 -0.77
C -4.40 2.17 -1.31
C 1.33 2.98 5.13
C 2.56 1.53 -5.68
C 1.59 3.03 0.37
C 1.53 4.58 -1.47
C 0.09 3.52 5.41
C -5.55 2.47 -2.03
C 2.76 5.10 -1.07
C 1.24 -0.64 2.49
C 3.87 -2.98 -0.83
C -3.48 4.15 2.99
C -4.11 -2.13 -4.31
C -2.35 -0.17 -3.79
C 1.57 2.43 3.88
C 4.87 -3.65 -0.23
C 2.79 3.58 0.79
C -2.01 -0.68 -4.99
C 1.89 0.40 1.81
C 5.79 -4.89 1.69
C 3.90 -6.73 1.44
C -6.65 1.63 -1.95
C 4.82 -4.79 0.69
C 3.13 0.10 -5.71
C -2.85 3.11 2.32
C 1.36 0.11 -2.49
C -3.08 -0.76 1.36
C 3.38 4.61 0.07
C -3.13 -1.90 0.55
C 2.44 0.43 -3.50
C 2.08 1.75 -4.23
C -3.31 -3.15 1.12
C 1.62 -2.10 -0.44
C 1.76 -4.38 -1.10
C -4.82 4.04 3.30
C 3.26 0.35 1.63
C -6.61 0.50 -1.15
C -0.31 -3.26 -0.70
C 0.38 -4.40 -1.04
C 1.96 -1.70 3.00
C 3.34 -1.74 2.83
C -5.47 0.20 -0.42
C -4.92 1.91 2.20
C 0.95 3.55 -0.76
C 5.71 -5.98 2.54
C -3.37 -3.29 2.50
C 0.57 2.46 2.91
H 2.31 -5.25 -1.39
H 6.56 -4.15 1.80
H 0.00 3.14 -1.07
H -5.58 3.35 -2.66
H -3.54 2.82 -1.37
H -3.41 -4.02 0.48
H -1.87 3.98 4.72
H 3.27 3.23 1.70
H -3.30 -2.28 4.38
H 3.91 -2.57 3.23
H 3.13 -7.49 1.32
H 1.72 1.62 -6.36
H -7.47 -0.15 -1.09
H 3.38 0.55 -2.95
H 0.16 -0.59 2.64
H -7.55 1.86 -2.51
H -6.56 2.78 3.25
H 2.51 1.94 3.67
H -2.93 5.04 3.24
H 4.16 -2.08 -1.37
H 2.96 -1.41 -4.29
H 3.22 5.90 -1.64
H 6.42 -6.12 3.35
H 1.45 -2.50 3.53
H 2.11 2.98 5.88
H 1.01 1.91 -4.19
H -0.11 3.92 6.40
H -5.44 -0.69 0.19
H 2.57 2.60 -3.74
H -3.50 -4.27 2.93
H 5.05 -0.75 2.02
H -5.49 1.06 1.88
H -5.31 4.84 3.84
H -3.07 -0.03 3.38
H 3.31 2.26 -5.97
H 5.87 -3.26 -0.36
H 2.12 -1.17 -0.21
H 2.87 -0.43 -6.62
H -0.17 -5.30 -1.28
H 0.30 -0.32 -5.26
H 3.77 1.13 1.09
H -1.39 -3.27 -0.67
H 4.32 5.02 0.39
H -3.09 -1.78 -0.53
H 4.22 0.12 -5.62
H 1.03 4.99 -2.35
*
```

Results of the Löwdin charge analysis, in e, for atoms 1 through 99:
1 Sc 0.800
2 S 0.991
3 S 0.994
4 S 0.607
5 S 0.769
6 P 1.081
7 P 1.111
8 O -0.041
9 O -0.047
10 O -0.149
11 O -0.067
12 N 0.087
13 N 0.027
14 N -0.025
15 N 0.137
16 C -0.060
17 C -0.255
18 C 0.004
19 C -0.435
20 C -0.052
21 C -0.243
22 C -0.079
23 C -0.070
24 C -0.163
25 C -0.142
26 C -0.065
27 C -0.149
28 C -0.347
29 C -0.067
30 C -0.055
31 C -0.058
32 C -0.068
33 C -0.118
34 C -0.027
35 C -0.017
36 C -1.006
37 C -1.054
38 C -0.065
39 C -0.023
40 C -0.080
41 C -1.053
42 C -0.404
43 C -0.009
44 C -0.190
45 C -0.064
46 C -0.272
47 C -0.193
48 C -0.264
49 C -0.595
50 C -0.382
51 C -0.063
52 C -0.148
53 C -0.252
54 C -0.102
55 C -0.073
56 C -0.100
57 C 0.014
58 C -0.048
59 C -0.089
60 C -0.070
61 C -0.099
62 C -0.013
63 C -0.057
64 C -0.069
65 C -0.141
66 C -0.065
67 C -0.107
68 C -0.118
69 C -0.060
70 C -0.251
71 H 0.115
72 H 0.113
73 H 0.083
74 H 0.113
75 H 0.084
76 H 0.117
77 H 0.102
78 H 0.099
79 H 0.112
80 H 0.105
81 H 0.114
82 H 0.090
83 H 0.113
84 H 0.161
85 H 0.104
86 H 0.111
87 H 0.113
88 H 0.106
89 H 0.128
90 H 0.113
91 H 0.125
92 H 0.110
93 H 0.114
94 H 0.114
95 H 0.111
96 H 0.088
97 H 0.114
98 H 0.108
99 H 0.112

=====

2.
This record from OMol25 describes C55H47BrF4N4O6P2S2Sn as an isolated structure. The level of theory is the ωB97M-V functional and the def2-TZVPD basis.

The calculation puts the HOMO energy at -1.88 eV. For the total energy, the calculation gives -7461.28481 hartree. As for the LUMO energy: 3.37 eV.

The geometry in ORCA input format:
```
! wB97M-V def2-TZVPD RIJCOSX def2/J DEFGRID3
* xyz -2 1
Sn -0.16 0.32 -0.64
Br 0.66 0.81 -4.49
S 1.47 7.34 3.27
S 4.40 -1.55 1.02
P -2.07 0.18 1.90
P 0.74 -1.87 -2.51
F 0.14 -0.02 -7.32
F 1.09 -4.58 -6.98
F 1.43 -4.36 -4.37
F 0.33 -2.44 -8.46
O 1.10 8.59 2.62
O 4.73 -0.54 -1.02
O 2.57 -2.54 -0.76
O 0.76 7.11 4.53
O 2.86 1.31 -1.51
O 2.90 7.10 3.34
N 1.91 1.06 2.04
N 0.14 -1.94 1.45
N 3.02 -0.80 1.35
N -0.77 3.15 -0.41
C -1.47 0.50 4.67
C 4.86 -1.31 -2.14
C 1.16 4.27 0.60
C 1.67 5.23 1.46
C 1.88 2.33 2.44
C -1.86 2.50 3.41
C 5.79 -3.15 2.83
C 0.53 -2.30 -7.15
C 4.24 2.51 2.48
C 3.74 -2.93 -0.07
C 3.49 -1.53 -2.76
C 0.83 6.07 2.18
C -1.89 0.24 -1.69
C 0.60 -0.94 -5.17
C 4.54 -2.65 2.51
C -0.98 -2.42 2.09
C 2.50 -2.04 -2.04
C -3.86 0.38 1.55
C 3.46 -2.94 3.33
C 0.42 -1.07 -6.54
C 3.11 0.49 1.81
C -1.84 1.10 3.47
C -4.70 1.26 2.23
C 0.89 -3.40 -6.39
C -4.40 -0.39 0.51
C 1.05 -3.25 -5.02
C 0.67 -4.65 -1.72
C -5.73 -0.28 0.17
C -0.01 -3.44 -1.92
C 0.87 -2.04 -4.37
C -3.15 -2.14 3.09
C 4.86 -3.46 -0.90
C -1.15 1.27 5.78
C 5.97 -3.94 3.96
C 4.30 1.21 2.05
C -1.34 -3.35 -1.52
C 2.99 3.11 2.68
C -2.00 -4.44 -0.98
C -1.33 -5.64 -0.81
C -1.19 2.66 5.70
C -6.56 0.61 0.84
C -2.20 -4.32 2.97
C 0.01 -5.74 -1.18
C -1.06 4.99 1.16
C -0.54 5.94 2.02
C 4.89 -4.25 4.78
C 5.42 -2.70 -1.85
C -3.24 -3.49 3.37
C -6.04 1.38 1.88
C 3.63 -3.74 4.45
C -1.09 -3.80 2.35
C 5.08 -5.08 6.02
C -0.21 4.15 0.44
C -1.54 3.27 4.51
C -2.05 -1.58 2.44
H 6.95 -4.32 4.21
H -4.12 -3.89 3.86
H 2.74 5.33 1.61
H 3.37 2.06 -1.83
H 0.54 -1.05 1.74
H -3.03 -4.34 -0.66
H -0.90 3.26 6.56
H 5.21 -4.47 -0.69
H -2.75 0.87 -1.45
H -0.84 0.79 6.70
H 1.72 -4.73 -1.98
H 5.15 3.08 2.65
H -2.08 2.99 2.46
H 3.55 0.66 -1.18
H -6.68 2.07 2.42
H 4.12 -5.43 6.41
H 5.56 -4.50 6.81
H -3.98 -1.48 3.36
H -1.52 4.35 4.42
H 5.26 0.74 1.86
H -1.84 -2.39 -1.61
H -0.27 -4.45 2.05
H -6.13 -0.88 -0.65
H -2.01 -0.23 -2.66
H 2.89 4.14 2.99
H -1.84 -6.49 -0.38
H -3.75 -1.06 -0.03
H -7.61 0.70 0.56
H 3.27 -1.16 -3.75
H -0.38 3.14 -1.34
H 6.64 -2.91 2.20
H -2.14 4.91 1.03
H -1.77 3.23 -0.48
H 3.39 -3.67 0.64
H 2.78 -3.96 5.08
H 0.55 -6.67 -1.04
H 1.81 3.58 0.08
H 5.71 -5.95 5.83
H -1.41 -0.58 4.73
H 0.87 -2.59 1.23
H -4.32 1.86 3.05
H 0.89 2.75 2.56
H 2.49 -2.50 3.09
H 6.23 -3.10 -2.46
H -1.20 6.59 2.59
H -2.25 -5.39 3.16
H 5.51 -0.82 -2.89
*
```

Results of the Löwdin charge analysis, in e, for atoms 1 through 99:
1 Sn 0.882
2 Br 0.850
3 S 0.391
4 S 1.129
5 P 1.064
6 P 1.049
7 F 0.067
8 F 0.112
9 F 0.099
10 F 0.117
11 O -0.379
12 O -0.330
13 O -0.117
14 O -0.384
15 O -0.168
16 O -0.379
17 N 0.097
18 N 0.077
19 N -0.222
20 N 0.040
21 C -0.084
22 C -0.475
23 C -0.052
24 C -0.093
25 C -0.162
26 C -0.127
27 C -0.089
28 C -0.145
29 C -0.076
30 C -0.385
31 C -0.022
32 C -0.261
33 C -0.519
34 C -0.596
35 C -0.350
36 C -0.322
37 C -0.419
38 C -0.362
39 C -0.068
40 C -0.272
41 C -0.441
42 C -0.365
43 C -0.089
44 C -0.142
45 C -0.116
46 C -0.203
47 C -0.096
48 C -0.089
49 C -0.343
50 C -0.288
51 C -0.106
52 C -0.084
53 C -0.091
54 C -0.061
55 C -0.055
56 C -0.095
57 C -0.096
58 C -0.088
59 C -0.105
60 C -0.084
61 C -0.112
62 C -0.109
63 C -0.089
64 C -0.069
65 C -0.075
66 C -0.290
67 C -0.015
68 C -0.112
69 C -0.101
70 C -0.043
71 C -0.051
72 C -0.065
73 C -0.326
74 C -0.066
75 C -0.309
76 H 0.105
77 H 0.088
78 H 0.099
79 H 0.025
80 H 0.010
81 H 0.103
82 H 0.101
83 H 0.099
84 H -0.111
85 H 0.095
86 H 0.103
87 H 0.101
88 H 0.083
89 H -0.009
90 H 0.094
91 H 0.069
92 H 0.077
93 H 0.107
94 H 0.106
95 H 0.080
96 H 0.058
97 H 0.107
98 H 0.097
99 H -0.117